# 1
{
  "formula": "C40H108N14O17",
  "method": "ωB97M-V/def2-TZVPD",
  "species": ["C", "O", "C", "C", "N", "C", "C", "O", "C", "H", "H", "H", "H", "H", "H", "H", "H", "H", "H", "H", "H", "H", "H", "H", "C", "O", "C", "C", "N", "C", "C", "O", "C", "H", "H", "H", "H", "H", "H", "H", "H", "H", "H", "H", "H", "H", "H", "H", "C", "O", "C", "C", "N", "C", "C", "O", "C", "H", "H", "H", "H", "H", "H", "H", "H", "H", "H", "H", "H", "H", "H", "H", "C", "O", "C", "C", "N", "C", "C", "O", "C", "H", "H", "H", "H", "H", "H", "H", "H", "H", "H", "H", "H", "H", "H", "H", "C", "O", "C", "C", "N", "C", "C", "O", "C", "H", "H", "H", "H", "H", "H", "H", "H", "H", "H", "H", "H", "H", "H", "H", "C", "O", "C", "C", "N", "C", "C", "O", "C", "H", "H", "H", "H", "H", "H", "H", "H", "H", "H", "H", "H", "H", "H", "H", "N", "C", "N", "O", "H", "H", "H", "H", "N", "C", "N", "O", "H", "H", "H", "H", "N", "C", "N", "O", "H", "H", "H", "H", "N", "C", "N", "O", "H", "H", "H", "H", "O", "H", "H"],
  "coordinates": [[-8.604, -1.865, 1.615], [-7.383, -1.350, 2.262], [-7.525, -1.368, 3.669], [-6.275, -0.513, 4.150], [-5.902, -0.818, 5.546], [-4.653, -0.374, 6.137], [-4.622, -0.827, 7.589], [-4.536, -2.291, 7.492], [-5.087, -3.033, 8.653], [-9.475, -1.226, 1.760], [-8.804, -2.884, 1.944], [-8.477, -1.928, 0.535], [-7.537, -2.437, 3.884], [-8.487, -0.889, 3.849], [-6.170, 0.550, 3.932], [-5.428, -0.959, 3.628], [-6.173, -1.692, 5.973], [-4.641, 0.714, 6.200], [-3.722, -0.606, 5.620], [-5.389, -0.495, 8.289], [-3.671, -0.506, 8.015], [-5.004, -2.573, 9.638], [-4.446, -3.912, 8.721], [-6.143, -3.271, 8.532], [-0.612, -8.102, -4.567], [-1.799, -7.698, -5.212], [-2.963, -8.337, -4.743], [-3.443, -7.996, -3.403], [-4.216, -6.712, -3.301], [-3.417, -5.485, -3.305], [-4.346, -4.264, -3.203], [-3.480, -3.121, -3.440], [-4.191, -1.884, -3.674], [0.223, -7.645, -5.098], [-0.496, -9.185, -4.520], [-0.614, -7.653, -3.573], [-2.991, -9.427, -4.740], [-3.821, -8.155, -5.391], [-2.625, -8.108, -2.692], [-4.235, -8.591, -2.948], [-4.841, -6.655, -4.093], [-2.898, -5.482, -4.264], [-2.717, -5.445, -2.471], [-4.621, -4.252, -2.148], [-5.201, -4.252, -3.880], [-3.508, -1.040, -3.572], [-5.080, -1.684, -3.076], [-4.661, -1.940, -4.655], [4.668, -1.718, -4.878], [4.799, -2.494, -6.050], [3.958, -3.658, -6.249], [4.325, -4.064, -7.688], [5.568, -4.835, -7.788], [6.170, -5.003, -9.171], [7.126, -3.774, -9.442], [8.085, -3.823, -8.420], [9.419, -3.637, -8.737], [5.521, -1.041, -4.821], [4.652, -2.371, -4.005], [3.859, -1.001, -4.742], [2.934, -3.289, -6.195], [4.109, -4.474, -5.543], [4.307, -3.130, -8.250], [3.528, -4.644, -8.155], [6.252, -4.458, -7.147], [5.537, -5.211, -10.034], [6.706, -5.951, -9.131], [6.539, -2.857, -9.495], [7.468, -3.933, -10.464], [9.587, -2.770, -9.376], [9.916, -4.478, -9.221], [10.025, -3.400, -7.863], [7.813, -1.734, 1.608], [7.156, -1.078, 2.767], [7.353, 0.356, 2.823], [7.660, 0.872, 4.279], [6.556, 0.527, 5.241], [7.004, -0.273, 6.391], [6.074, -0.511, 7.460], [4.970, -1.223, 6.962], [3.773, -0.993, 7.662], [7.400, -1.338, 0.679], [7.573, -2.797, 1.638], [8.902, -1.690, 1.599], [6.509, 0.805, 2.299], [8.301, 0.618, 2.353], [7.836, 1.931, 4.471], [8.593, 0.487, 4.692], [5.924, -0.033, 4.687], [7.901, 0.142, 6.849], [7.400, -1.197, 5.968], [5.827, 0.475, 7.855], [6.543, -0.973, 8.328], [2.999, -1.563, 7.148], [3.361, 0.006, 7.515], [3.811, -1.306, 8.705], [1.154, -2.018, -12.473], [1.609, -0.892, -13.177], [1.481, 0.330, -12.535], [2.348, 0.481, -11.198], [1.461, 0.874, -10.164], [2.231, 1.619, -9.143], [1.373, 2.455, -8.227], [2.151, 2.892, -7.112], [1.532, 3.337, -5.933], [1.201, -2.798, -13.233], [0.093, -1.994, -12.224], [1.725, -2.339, -11.602], [0.409, 0.369, -12.341], [1.684, 1.146, -13.228], [2.999, 1.280, -11.553], [2.841, -0.455, -10.935], [0.673, 1.408, -10.503], [2.968, 2.245, -9.648], [2.918, 0.983, -8.584], [0.581, 1.800, -7.864], [0.822, 3.244, -8.740], [2.287, 3.664, -5.219], [0.778, 2.616, -5.617], [0.987, 4.225, -6.253], [-7.669, 3.841, 8.773], [-8.142, 5.070, 8.220], [-8.022, 5.242, 6.862], [-7.784, 6.688, 6.473], [-6.342, 6.940, 6.565], [-5.841, 7.590, 7.831], [-4.283, 7.367, 7.863], [-3.958, 6.068, 7.682], [-2.752, 5.771, 6.875], [-6.597, 3.735, 8.940], [-7.853, 2.849, 8.361], [-7.872, 3.835, 9.844], [-8.960, 4.982, 6.372], [-7.221, 4.615, 6.469], [-8.372, 7.339, 7.119], [-8.121, 6.949, 5.470], [-5.815, 6.109, 6.337], [-6.209, 7.072, 8.717], [-6.104, 8.648, 7.853], [-3.927, 7.706, 8.836], [-3.895, 8.055, 7.112], [-1.943, 6.304, 7.375], [-2.815, 5.898, 5.794], [-2.794, 4.707, 7.107], [0.323, -4.723, 4.636], [1.525, -4.350, 4.356], [2.438, -5.227, 4.154], [1.791, -3.200, 4.039], [0.162, -5.701, 4.827], [-0.225, -3.963, 5.013], [2.312, -6.229, 4.134], [3.374, -4.885, 3.988], [0.669, 1.905, 2.585], [-0.229, 1.926, 1.603], [-0.389, 0.780, 1.081], [-0.756, 2.884, 1.167], [1.195, 2.737, 2.809], [0.717, 0.925, 2.824], [0.034, -0.049, 1.473], [-0.846, 0.656, 0.189], [5.438, 8.088, 2.866], [4.227, 7.756, 2.668], [3.990, 7.745, 1.363], [3.455, 7.206, 3.446], [5.831, 8.776, 2.240], [5.785, 8.020, 3.812], [4.708, 7.834, 0.659], [3.042, 7.489, 1.126], [-3.902, 6.786, -1.029], [-4.855, 7.339, -0.387], [-4.542, 7.393, 0.883], [-5.902, 7.801, -0.779], [-3.967, 6.482, -1.990], [-3.166, 6.536, -0.384], [-5.189, 7.818, 1.531], [-3.711, 6.908, 1.189], [4.812, 4.456, 6.925], [4.239, 4.828, 6.254], [5.009, 3.574, 6.609]],
  "orbital_gap_ev": 8.25,
  "homo_ev": -8.02,
  "e_tot_ha": -3634.00500,
  "smiles": "COCCNCCOC.COCCNCCOC.COCCNCCOC.COCCNCCOC.COCCNCCOC.COCCNCCOC.NC(N)=O.NC(N)=O.NC(N)=O.NC(N)=O.O",
  "de_lowest_kj_mol": 994.5
}

***

# 2
{
  "formula": "C28H51INO12P3",
  "method": "ωB97M-V/def2-TZVPD",
  "species": ["C", "C", "P", "C", "C", "C", "N", "C", "C", "O", "C", "C", "O", "C", "O", "C", "C", "C", "C", "I", "C", "C", "O", "H", "H", "H", "H", "H", "H", "H", "H", "H", "H", "H", "H", "H", "H", "H", "H", "H", "H", "H", "H", "H", "C", "C", "O", "P", "O", "O", "C", "C", "O", "C", "C", "H", "H", "H", "H", "H", "H", "H", "H", "H", "H", "H", "H", "H", "H", "H", "C", "C", "O", "P", "O", "O", "C", "C", "O", "C", "C", "H", "H", "H", "H", "H", "H", "H", "H", "H", "H", "H", "H", "H", "H", "H"],
  "coordinates": [[6.418, -1.885, 6.123], [4.884, -1.752, 6.029], [4.144, -1.141, 4.464], [4.912, -2.108, 3.109], [4.720, 0.602, 4.265], [3.854, 1.606, 4.467], [2.521, 1.344, 4.879], [1.612, 0.850, 3.870], [1.933, 1.007, 2.406], [0.573, 0.357, 4.242], [1.919, 2.406, 5.686], [0.840, 3.265, 5.075], [2.295, 2.550, 6.815], [4.305, 3.018, 4.244], [3.507, 3.908, 4.048], [5.771, 3.314, 4.224], [6.187, 4.752, 4.386], [7.414, 5.144, 3.562], [7.233, 5.087, 2.054], [5.646, 6.322, 1.342], [6.621, 2.314, 4.030], [6.129, 0.924, 3.874], [6.886, 0.072, 3.466], [6.671, -2.910, 6.402], [6.808, -1.255, 6.921], [6.922, -1.686, 5.181], [4.403, -2.718, 6.189], [4.485, -1.098, 6.806], [4.424, -3.080, 3.094], [4.699, -1.568, 2.185], [5.993, -2.202, 3.182], [1.479, 1.908, 1.996], [2.997, 0.961, 2.189], [1.470, 0.164, 1.896], [1.098, 3.553, 4.059], [0.740, 4.144, 5.702], [-0.092, 2.702, 5.029], [6.419, 4.917, 5.441], [5.347, 5.390, 4.117], [8.301, 4.581, 3.861], [7.633, 6.183, 3.822], [8.119, 5.496, 1.575], [7.084, 4.081, 1.671], [7.694, 2.439, 3.967], [-2.112, -2.329, -1.791], [-1.457, -0.983, -1.558], [-0.074, -0.979, -1.924], [0.344, -0.832, -3.465], [-0.409, 0.250, -4.110], [1.853, -0.319, -3.289], [2.287, 0.925, -3.837], [2.157, 2.049, -2.829], [0.786, -2.316, -3.816], [0.005, -3.240, -4.602], [-0.801, -2.581, -5.701], [-2.201, -2.534, -2.861], [-3.115, -2.345, -1.366], [-1.524, -3.129, -1.339], [-1.990, -0.196, -2.097], [-1.488, -0.732, -0.498], [1.741, 1.156, -4.751], [3.333, 0.787, -4.112], [1.166, 2.051, -2.376], [2.329, 3.015, -3.305], [2.886, 1.928, -2.026], [-0.641, -3.817, -3.937], [0.719, -3.940, -5.034], [-1.511, -1.854, -5.300], [-1.367, -3.333, -6.251], [-0.149, -2.056, -6.400], [-10.012, -3.124, -2.008], [-9.330, -1.792, -1.762], [-7.947, -1.814, -2.117], [-7.497, -1.663, -3.651], [-8.266, -0.594, -4.294], [-5.993, -1.185, -3.425], [-5.529, 0.063, -3.952], [-5.675, 1.175, -2.933], [-7.117, -3.159, -4.017], [-7.919, -4.037, -4.833], [-8.672, -3.332, -5.942], [-10.103, -3.325, -3.078], [-11.017, -3.121, -1.585], [-9.442, -3.936, -1.555], [-9.842, -0.991, -2.299], [-9.362, -1.549, -0.700], [-6.046, 0.310, -4.879], [-4.474, -0.073, -4.197], [-6.676, 1.180, -2.503], [-5.481, 2.144, -3.393], [-4.968, 1.036, -2.114], [-8.603, -4.594, -4.190], [-7.227, -4.762, -5.258], [-9.358, -2.580, -5.549], [-9.255, -4.053, -6.514], [-7.981, -2.827, -6.619]],
  "orbital_gap_ev": 6.68,
  "homo_ev": -8.17,
  "e_tot_ha": -3377.05496,
  "smiles": "CCP(C)C1=C(N(C(C)=O)C(C)=O)C(=O)C(CCCI)=CC1=O.CCOP(=O)(OCC)OCC.CCOP(=O)(OCC)OCC"
}

***

# 3
{
  "formula": "C15H22F7NNbO3",
  "method": "ωB97M-V/def2-TZVPD",
  "species": ["O", "C", "O", "C", "C", "C", "C", "Nb", "F", "C", "C", "C", "F", "C", "F", "F", "C", "O", "C", "F", "F", "F", "H", "H", "H", "H", "H", "H", "H", "H", "H", "H", "H", "H", "H", "H", "H", "H", "H", "N", "C", "C", "C", "C", "H", "H", "H", "H", "H"],
  "coordinates": [[-3.776, -4.043, -1.373], [-2.445, -4.034, -1.167], [-1.480, -3.675, -2.238], [-1.146, -2.221, -2.080], [-1.655, -1.374, -3.428], [-0.767, -0.005, -3.581], [-1.606, 1.395, -3.467], [-2.438, 1.856, -1.383], [-3.550, 0.007, -1.301], [-0.629, 0.964, -0.328], [-0.200, 1.697, 1.077], [1.194, 0.929, 1.588], [2.509, 1.078, 0.919], [1.079, 0.017, 2.796], [1.242, -1.463, 2.707], [0.743, 0.639, 4.131], [-3.494, 2.420, 0.579], [-4.504, 1.392, 0.879], [-4.067, 0.467, 1.936], [-5.111, -0.625, 1.980], [-4.141, 1.126, 3.292], [-2.778, -0.216, 1.681], [-2.060, -4.367, -0.094], [0.038, -2.168, -1.946], [-1.691, -1.883, -1.098], [-2.817, -1.213, -3.430], [-1.422, -2.091, -4.348], [-0.315, -0.029, -4.687], [0.152, -0.104, -2.864], [-2.546, 1.280, -4.195], [-1.026, 2.348, -3.863], [-3.890, 2.602, -2.245], [-1.679, 3.523, -1.409], [-0.743, -0.183, -0.109], [0.298, 1.114, -1.065], [0.117, 2.828, 0.905], [-0.963, 1.570, 1.957], [-4.105, 3.420, 0.350], [-2.774, 2.684, 1.461], [6.143, -1.275, 3.239], [5.101, -0.678, 2.577], [5.626, 0.100, 1.570], [7.034, -0.036, 1.623], [7.325, -0.893, 2.661], [6.053, -1.900, 4.030], [4.078, -0.857, 2.880], [5.057, 0.700, 0.872], [7.758, 0.439, 0.973], [8.270, -1.262, 3.037]],
  "orbital_gap_ev": 6.80,
  "homo_ev": -5.35,
  "e_tot_ha": -1620.75693,
  "de_lowest_kj_mol": 956.2,
  "total_charge": -1
}